C12H30O12P3Tl as an isolated structure in a non-equilibrium geometry, computed with ωB97M-V/def2-TZVPD.

Values from the calculation:
LUMO	-0.1015	hartree
Kohn-Sham gap	5.80	eV
ΔE to the lowest compared entry with this formula, charge and spin	371.0	kJ/mol
DFT total energy	-2574.69382	Eh
max |F|	3.70	eV/A

```
58
C12H30O12P3Tl | the OMol25 dataset | ωB97M-V/def2-TZVPD
Tl -0.9408 0.1822 2.0229
P 3.8815 0.8617 2.2458
O 3.2304 0.1841 3.5033
O 3.3376 0.0511 1.0341
O 5.4116 0.9470 2.2877
O 3.0413 2.1603 2.1526
C -0.7977 -8.8541 3.8329
C 0.1865 -7.6571 3.6676
O 0.8237 -7.7163 2.4109
P 1.6025 -6.3776 1.9721
O 0.7164 -5.1696 1.7967
O 2.7185 -6.3118 3.1012
C 3.8251 -5.4152 2.9818
C 5.1461 -6.1455 2.7700
O 2.3545 -6.8469 0.6511
C 2.5316 -5.9397 -0.4400
C 3.0423 -6.4943 -1.6913
H -1.3950 -8.7469 4.7383
H -1.4864 -8.9502 2.9935
H -0.2649 -9.7980 3.9475
H -0.3703 -6.7290 3.7965
H 0.9268 -7.6276 4.4672
H 3.6038 -4.8458 2.0791
H 3.9435 -4.7419 3.8308
H 6.0256 -5.5303 2.9600
H 5.2009 -7.0014 3.4427
H 5.2719 -6.4692 1.7368
H 1.5287 -5.5881 -0.6825
H 3.0382 -5.0414 -0.0872
H 2.9861 -5.9119 -2.6109
H 4.1065 -6.6630 -1.5264
H 2.6230 -7.4891 -1.8414
C -1.5965 8.1404 0.6008
C -1.4487 7.0704 -0.5193
O -2.6696 7.0224 -1.1792
P -3.0250 5.7097 -2.0496
O -2.8225 4.4506 -1.3376
O -2.1125 6.0098 -3.3572
C -2.3781 7.1302 -4.2167
C -1.2343 8.1098 -3.8465
O -4.5294 6.1083 -2.4420
C -5.5126 5.1650 -2.6371
C -5.3016 4.3090 -3.9265
H -0.6212 8.4441 0.9813
H -2.2476 8.9560 0.2864
H -2.2099 7.8068 1.4378
H -0.7307 7.4496 -1.2464
H -1.1278 6.1143 -0.1058
H -2.1520 6.7795 -5.2236
H -3.3837 7.5465 -4.1574
H -0.9829 8.7367 -4.7020
H -1.4735 8.6733 -2.9446
H -0.3701 7.4929 -3.6000
H -5.6420 4.5545 -1.7434
H -6.4593 5.6837 -2.7883
H -4.4463 3.6334 -3.9383
H -6.1726 3.6673 -4.0590
H -5.1986 4.9114 -4.8291
```